[1]
79
Properties=species:S:1:pos:R:3 method="wB97M-V/def2-TZVPD" homo_energy_ev=-1.68 total_charge=-2 max_force_ev_per_a=3.103 homo_lumo_gap_ev=5.3 spin_multiplicity=1
Cs -0.044 -1.339 -1.210
C 2.788 0.985 3.091
C 1.822 -0.096 3.573
C 2.576 -1.381 3.907
P 0.578 -0.400 2.222
C -0.572 -1.666 2.997
C -0.974 -1.500 4.462
C -1.837 -1.808 2.144
C -0.329 1.191 2.223
C -0.816 1.722 3.419
C -1.439 2.957 3.533
C -1.931 3.483 4.856
C -1.563 3.697 2.351
C -1.086 3.235 1.148
C -0.432 1.964 1.006
N 0.055 1.526 -0.155
C 0.189 2.402 -1.231
C 1.212 3.374 -1.227
C 2.112 3.483 -0.028
C 1.403 4.197 -2.331
C 0.608 4.099 -3.466
C 0.853 4.970 -4.672
C -0.398 3.141 -3.465
C -0.621 2.293 -2.384
C -1.733 1.280 -2.458
H 3.528 1.217 3.865
H 2.257 1.902 2.831
H 3.325 0.644 2.201
H 1.318 0.271 4.473
H 3.083 -1.767 3.019
H 1.912 -2.168 4.270
H 3.333 -1.196 4.677
H 0.002 -2.595 2.902
H -1.709 -0.701 4.572
H -0.127 -1.277 5.115
H -1.442 -2.422 4.824
H -2.388 -0.864 2.149
H -2.488 -2.586 2.548
H -1.655 -2.073 1.101
H -0.680 1.148 4.330
H -1.842 2.718 5.631
H -2.984 3.782 4.816
H -1.364 4.357 5.196
H -2.050 4.670 2.378
H -1.206 3.845 0.260
H 2.498 2.497 0.242
H 1.571 3.850 0.849
H 2.948 4.157 -0.227
H 2.204 4.933 -2.303
H 1.284 5.932 -4.387
H -0.074 5.166 -5.215
H 1.546 4.496 -5.375
H -1.041 3.047 -4.337
H -2.479 1.575 -3.197
H -2.215 1.162 -1.485
H -1.359 0.308 -2.770
I 2.257 -4.664 1.285
C 3.300 -4.039 -0.447
I 3.921 -2.015 -0.436
H 2.604 -4.151 -1.271
H 4.182 -4.656 -0.545
F -3.492 -1.419 -5.175
C -3.034 -2.155 -4.145
F -3.244 -1.437 -3.040
F -3.786 -3.259 -4.074
S -1.226 -2.592 -4.482
O -0.514 -1.607 -3.700
O -1.189 -2.498 -5.912
N -0.957 -4.068 -4.035
S -0.194 -4.560 -2.691
O 0.696 -3.598 -2.012
O -0.616 -5.794 -2.081
C 1.154 -5.337 -3.712
F 0.713 -6.309 -4.522
F 2.070 -5.909 -2.890
F 1.834 -4.461 -4.470
O -3.952 -3.582 -0.279
S -2.837 -4.261 -0.967
N -1.814 -3.463 -1.653

***

[2]
67
Properties=species:S:1:pos:R:3 method="wB97M-V/def2-TZVPD" homo_energy_ev=-7.94 total_charge=0 max_force_ev_per_a=1.328 homo_lumo_gap_ev=7.9 spin_multiplicity=1 smiles="COc1ccc(/C=C/c2onc(C)c2S(=O)(=O)N2CCC(C(=O)N3CCCCCC3)CC2)cc1"
C -4.973 -6.069 -0.568
O -4.297 -5.385 0.460
C -4.013 -4.070 0.294
C -3.345 -3.449 1.355
C -3.013 -2.118 1.285
C -3.332 -1.346 0.159
C -2.952 0.047 0.146
C -3.223 0.942 -0.819
C -2.801 2.308 -0.766
O -3.396 3.178 -1.600
N -2.878 4.418 -1.417
C -1.961 4.338 -0.489
C -1.210 5.527 -0.027
C -1.854 2.996 -0.026
S -0.649 2.331 1.086
O 0.335 3.353 1.335
O -1.293 1.760 2.235
N -0.064 1.072 0.159
C 0.732 1.477 -0.979
C 2.156 1.871 -0.584
C 2.850 0.754 0.214
C 3.179 -0.421 -0.702
O 2.294 -1.079 -1.228
N 4.484 -0.704 -0.942
C 5.623 -0.026 -0.366
C 5.919 -0.506 1.060
C 6.500 -1.917 1.106
C 5.672 -2.955 0.344
C 5.798 -2.816 -1.175
C 4.780 -1.847 -1.788
C 1.938 0.313 1.373
C 0.528 -0.026 0.894
C -3.996 -1.979 -0.894
C -4.333 -3.317 -0.834
H -5.091 -7.092 -0.213
H -4.393 -6.074 -1.496
H -5.960 -5.636 -0.757
H -3.102 -4.043 2.221
H -2.501 -1.648 2.111
H -2.415 0.388 1.019
H -3.815 0.697 -1.689
H -0.218 5.233 0.303
H -1.728 5.973 0.821
H -1.156 6.262 -0.826
H 0.226 2.322 -1.453
H 0.754 0.634 -1.673
H 2.730 2.104 -1.483
H 2.106 2.762 0.044
H 3.758 1.168 0.651
H 5.463 1.056 -0.375
H 6.485 -0.226 -1.006
H 4.994 -0.481 1.640
H 6.625 0.185 1.527
H 6.575 -2.221 2.152
H 7.513 -1.906 0.696
H 4.623 -2.882 0.635
H 6.027 -3.946 0.634
H 6.816 -2.505 -1.419
H 5.641 -3.788 -1.646
H 5.145 -1.495 -2.760
H 3.827 -2.357 -1.947
H 2.367 -0.553 1.882
H 1.870 1.139 2.085
H -0.118 -0.228 1.748
H 0.547 -0.893 0.230
H -4.254 -1.422 -1.781
H -4.846 -3.765 -1.670

***

[3]
59
Properties=species:S:1:pos:R:3 method="wB97M-V/def2-TZVPD" homo_energy_ev=-11.58 total_charge=+1 max_force_ev_per_a=1.716 homo_lumo_gap_ev=6.3 spin_multiplicity=1
C -2.689 0.275 1.773
C -2.187 -1.044 2.365
C -1.098 -1.750 1.530
C 0.205 -2.076 2.267
C 0.833 -0.905 3.052
C 1.314 0.270 2.222
C 2.327 0.111 1.344
C 0.757 1.653 2.488
C -0.767 1.738 2.727
C -1.618 1.337 1.506
H -3.202 0.071 0.823
H -3.445 0.691 2.452
H -1.862 -0.893 3.402
H -3.047 -1.727 2.421
H -1.521 -2.704 1.176
H -0.866 -1.173 0.623
H 0.014 -2.890 2.983
H 0.935 -2.464 1.544
H 0.137 -0.546 3.821
H 1.703 -1.320 3.595
H 2.751 0.972 0.823
H 2.667 -0.889 1.065
H 1.264 2.081 3.374
H 1.019 2.295 1.631
H -1.045 1.165 3.620
H -0.999 2.787 2.962
H -0.971 1.018 0.676
H -2.132 2.243 1.150
C 9.000 4.070 -0.973
O 8.216 2.874 -1.159
C 7.528 2.397 -0.092
C 6.724 1.248 -0.309
C 5.926 0.774 0.697
C 5.902 1.363 2.005
C 4.992 0.799 2.929
C 4.817 1.050 4.314
C 4.069 0.097 5.082
C 3.842 0.273 6.433
C 4.366 1.387 7.108
C 4.084 1.590 8.561
C 5.118 2.322 6.384
C 5.287 2.201 5.014
C 6.808 2.448 2.228
C 7.551 2.994 1.196
H 9.456 4.239 -1.947
H 8.366 4.923 -0.696
H 9.776 3.921 -0.210
H 6.738 0.784 -1.294
H 5.280 -0.085 0.514
H 4.416 -0.038 2.535
H 3.680 -0.786 4.567
H 3.247 -0.456 6.989
H 4.575 2.497 8.921
H 3.006 1.692 8.742
H 4.433 0.744 9.163
H 5.547 3.173 6.918
H 5.750 3.019 4.473
H 6.943 2.878 3.214
H 8.159 3.888 1.362

***

[4]
62
Properties=species:S:1:pos:R:3 method="wB97M-V/def2-TZVPD" homo_energy_ev="-2.89 / -2.63" s_squared=2.026 total_charge=-1 max_force_ev_per_a=4.090 homo_lumo_gap_ev="5.3 / 4.5" spin_multiplicity=3
O -1.208 2.233 -3.775
C 0.052 2.989 -3.686
C -0.680 4.286 -3.272
H 0.638 2.970 -4.627
H 0.620 2.511 -2.874
C -1.930 3.355 -3.203
H -0.748 5.001 -4.108
H -0.296 4.766 -2.377
C -2.931 3.891 -4.209
H -2.562 3.814 -5.240
H -3.160 4.936 -3.992
H -3.876 3.345 -4.208
C -2.480 3.026 -1.810
H -1.767 2.523 -1.141
H -3.322 2.313 -1.930
H -2.815 3.940 -1.306
Pd 0.742 -0.694 0.143
C 1.112 1.801 2.854
C 2.164 0.862 2.717
C 2.315 0.527 1.337
H 2.817 0.541 3.527
C 1.360 1.363 0.589
C 0.610 2.119 1.573
H -0.188 2.831 1.352
H 0.784 2.234 3.804
H 3.157 -0.009 0.896
H 1.363 1.484 -0.502
C -1.100 -0.611 3.011
C -2.022 0.339 2.514
C -2.167 0.156 1.127
H -2.555 1.091 3.098
C -1.249 -0.860 0.683
C -0.643 -1.412 1.910
H -0.251 -2.436 1.985
H -0.792 -0.708 4.051
H -2.905 0.631 0.493
H -1.229 -1.317 -0.327
O 0.915 -1.315 -1.962
C -0.199 -1.166 -2.926
C 0.293 -1.574 -4.312
H -0.590 -0.139 -2.915
H -0.966 -1.886 -2.600
C 1.467 -2.537 -4.079
H 0.615 -0.742 -4.937
H -0.468 -2.114 -4.860
C 1.696 -2.430 -2.564
H 2.304 -2.313 -4.751
H 1.167 -3.576 -4.278
H 2.752 -2.345 -2.307
H 1.246 -3.327 -2.125
S 2.376 -2.377 2.296
C 1.822 -2.824 3.801
C 1.534 -4.200 4.050
C 0.849 -4.550 5.204
C 0.585 -3.584 6.192
C 1.019 -2.256 6.021
C 1.654 -1.874 4.843
H 1.784 -4.918 3.272
H 0.494 -5.577 5.326
H 0.050 -3.868 7.096
H 0.813 -1.498 6.782
H 1.930 -0.839 4.655

***

[5]
71
Properties=species:S:1:pos:R:3 method="wB97M-V/def2-TZVPD" homo_energy_ev=-4.71 total_charge=0 max_force_ev_per_a=2.072 homo_lumo_gap_ev=1.7 spin_multiplicity=1
C -1.978 -0.653 -4.739
O -3.190 -1.358 -4.374
B -3.296 -1.670 -3.046
O -4.334 -2.483 -2.656
C -2.311 -1.123 -1.895
C -2.605 0.135 -1.430
F -3.660 0.758 -1.965
C -1.831 0.762 -0.417
C -2.188 2.139 0.058
O -1.986 2.551 1.177
O -2.823 2.978 -0.840
C -4.006 3.540 -0.288
C -4.968 2.533 0.372
F -4.680 4.236 -1.265
C -0.754 -0.008 0.110
C 0.106 0.626 1.188
C 0.950 1.810 0.603
C 1.124 2.873 1.716
N 1.396 4.251 1.313
O 1.034 2.583 2.875
C -0.523 -1.297 -0.376
C 0.630 -2.051 0.294
C 1.997 -1.686 -0.305
C 2.138 -1.622 -1.702
C 3.363 -1.334 -2.287
C 4.494 -1.094 -1.494
C 4.363 -1.149 -0.104
C 3.127 -1.443 0.497
C 3.122 -1.508 2.037
N -1.270 -1.841 -1.373
C -0.994 -3.182 -1.906
C -1.965 -4.294 -1.381
C -2.414 -4.134 0.104
I -4.554 -4.509 0.203
H -1.972 0.319 -4.224
H -2.011 -0.500 -5.828
H -1.083 -1.251 -4.502
H -4.552 -3.050 -3.412
H -3.746 4.292 0.477
H -5.998 2.852 0.146
H -4.873 2.541 1.471
H -4.840 1.491 0.042
H -0.531 0.970 2.018
H 0.830 -0.065 1.630
H 1.972 1.414 0.440
H 0.538 2.218 -0.331
H 0.517 4.573 0.898
H 2.058 4.181 0.535
H 0.583 -1.869 1.375
H 0.515 -3.148 0.197
H 1.276 -1.811 -2.349
H 3.480 -1.310 -3.374
H 5.444 -0.873 -1.983
H 5.253 -0.969 0.505
H 3.150 -0.478 2.434
H 2.197 -1.973 2.414
H 4.008 -2.063 2.374
H -0.996 -3.176 -3.013
H 0.021 -3.511 -1.646
H -1.402 -5.244 -1.441
H -2.800 -4.423 -2.085
H -1.908 -4.901 0.706
H -2.192 -3.158 0.551
C 3.910 3.640 4.358
C 5.001 2.726 4.970
O 4.983 1.544 4.330
H 2.918 3.204 4.472
H 3.902 4.617 4.861
H 4.091 3.821 3.295
H 4.797 2.718 6.065
H 5.944 3.319 4.921

***

[6]
66
Properties=species:S:1:pos:R:3 method="wB97M-V/def2-TZVPD" homo_energy_ev=-0.25 total_charge=-2 max_force_ev_per_a=0.612 homo_lumo_gap_ev=4.7 spin_multiplicity=1
Cd -1.026 -0.238 0.854
I 1.901 0.005 2.825
C 2.419 -1.542 1.517
C 3.747 -1.700 1.235
C 4.188 -2.840 0.537
C 3.297 -3.822 0.213
C 1.915 -3.663 0.481
C 1.000 -4.700 0.173
C -0.335 -4.514 0.381
C -0.813 -3.253 0.803
C 0.017 -2.196 1.115
C 1.424 -2.453 1.052
H 4.460 -0.955 1.563
H 5.240 -2.939 0.294
H 3.627 -4.735 -0.272
H 1.386 -5.630 -0.234
H -1.043 -5.306 0.155
H -1.886 -3.089 0.806
C 6.983 0.707 -0.882
C 5.569 1.231 -0.810
C 4.597 0.814 -1.718
C 3.280 1.259 -1.609
C 2.823 2.144 -0.614
C 3.840 2.535 0.274
C 5.168 2.105 0.196
S 0.301 2.182 0.390
C 0.213 3.905 -0.167
O -0.055 1.299 -0.803
H 7.329 0.624 -1.917
H 7.073 -0.289 -0.434
H 7.674 1.365 -0.349
H 4.879 0.119 -2.511
H 2.556 0.863 -2.325
H 3.591 3.192 1.116
H 5.903 2.442 0.929
H 1.191 4.089 -0.605
H 0.032 4.524 0.710
H -0.572 4.042 -0.909
C -3.318 1.840 2.117
C -2.377 2.586 1.155
C -2.439 4.072 1.570
C -2.947 2.439 -0.263
N -1.047 1.996 1.375
H -4.320 2.281 2.102
H -2.918 1.900 3.133
H -3.411 0.791 1.826
H -3.482 4.370 1.724
H -2.023 4.738 0.816
H -1.891 4.215 2.504
H -3.927 2.929 -0.322
H -3.070 1.383 -0.507
H -2.292 2.876 -1.016
C -5.831 -1.137 -0.335
Si -4.047 -1.508 -0.872
C -3.962 -3.391 -1.103
C -3.833 -0.753 -2.596
O -3.006 -0.946 0.178
H -6.562 -1.432 -1.096
H -5.941 -0.065 -0.150
H -6.071 -1.664 0.592
H -4.714 -3.723 -1.828
H -4.146 -3.912 -0.159
H -2.977 -3.696 -1.467
H -4.421 -1.283 -3.353
H -2.781 -0.783 -2.888
H -4.140 0.296 -2.596

***

[7]
74
Properties=species:S:1:pos:R:3 method="wB97M-V/def2-TZVPD" homo_energy_ev="-8.01 / -8.18" s_squared=2.013 total_charge=0 max_force_ev_per_a=2.467 homo_lumo_gap_ev="8.4 / 7.4" spin_multiplicity=3
Ni 1.366 -15.092 -13.032
C -1.465 -15.277 -14.478
C -0.623 -16.508 -14.655
N 0.186 -16.732 -13.417
C -0.759 -16.950 -12.260
C -0.188 -16.883 -10.873
C 1.150 -17.887 -13.590
C 2.621 -17.553 -13.120
N 2.899 -16.121 -13.132
C 4.103 -15.630 -12.695
C 4.460 -14.308 -13.024
F 3.676 -13.572 -13.853
C 5.637 -13.654 -12.625
F 5.883 -12.436 -13.109
C 6.473 -14.307 -11.728
C 6.211 -15.641 -11.415
F 7.087 -16.359 -10.684
C 5.025 -16.280 -11.789
F 4.825 -17.574 -11.412
H -1.733 -14.903 -15.461
H -0.955 -14.469 -13.898
H -2.336 -15.538 -13.858
H 0.109 -16.328 -15.486
H -1.253 -17.401 -14.860
H -1.318 -17.926 -12.414
H -1.537 -16.177 -12.363
H 0.420 -17.755 -10.685
H -0.991 -16.902 -10.141
H 0.384 -15.936 -10.730
H 1.215 -18.053 -14.695
H 0.808 -18.837 -13.122
H 3.359 -18.097 -13.775
H 2.844 -17.931 -12.110
H 7.374 -13.840 -11.347
C 2.467 -16.434 -17.446
N 2.004 -15.139 -16.924
C 3.211 -14.248 -16.800
N 4.006 -14.120 -18.054
C 4.388 -15.492 -18.485
N 3.213 -16.399 -18.752
C 2.292 -15.762 -19.742
N 1.849 -14.374 -19.328
C 1.149 -14.547 -17.986
C 3.067 -13.575 -19.065
H 1.574 -17.084 -17.572
H 3.106 -16.896 -16.687
H 3.892 -14.633 -16.039
H 2.912 -13.222 -16.488
H 4.977 -16.002 -17.713
H 4.949 -15.354 -19.401
H 1.436 -16.433 -19.880
H 2.795 -15.668 -20.688
H 0.256 -15.192 -18.064
H 0.814 -13.570 -17.704
H 2.781 -12.568 -18.710
H 3.621 -13.571 -20.026
C -1.896 -12.986 -6.468
C -1.028 -12.805 -7.762
C -1.571 -12.362 -8.981
C -0.704 -12.197 -10.047
C 0.655 -12.416 -9.880
C 1.224 -12.861 -8.708
C 0.372 -13.034 -7.626
S 1.662 -12.417 -11.336
O 1.579 -11.129 -11.942
O 2.963 -12.859 -10.870
O 0.945 -13.435 -12.194
H -2.473 -12.032 -6.301
H -1.220 -13.111 -5.634
H -2.572 -13.833 -6.554
H -2.617 -12.086 -9.080
H -1.033 -11.921 -11.051
H 2.303 -13.084 -8.706
H 0.755 -13.297 -6.628